Entry from OMol25: a single C3H3ClFN3 molecule at a distorted geometry (the ωB97M-V functional and the def2-TZVPD basis).

Summary:
total charge: 0
SMILES: Cn1nc(F)c(Cl)n1
DFT total energy: -840.391150 Eh
HOMO energy: -0.35318 Eh
largest force on an atom: 2.586 eV/Å
gap between HOMO and LUMO: 0.383 Ha
ΔE to the lowest compared entry with this formula, charge and spin: 19.6 kcal per mole
lowest unoccupied orbital energy: 0.8 eV
molar mass: 135.529 g mol⁻¹

Structure (XYZ):
```
11
Properties=species:S:1:pos:R:3:forces:R:3
H -1.781 -1.554 -0.465 -0.4 0.2 0.0
H -2.197 -0.554 1.068 0.0 -0.1 -2.6
C 1.639 -0.223 0.002 1.1 1.8 -0.2
H -2.365 0.223 -0.730 0.7 -1.5 1.3
C -1.827 -0.544 -0.056 -0.4 1.0 1.9
C 1.191 1.154 -0.021 1.3 -1.3 0.8
Cl 3.307 -0.759 0.014 -1.3 0.2 -0.1
N -0.118 1.126 0.095 0.9 2.4 -0.6
F 2.000 2.243 -0.011 -1.4 -1.1 0.0
N -0.438 -0.119 0.081 0.4 -1.8 -0.6
N 0.588 -0.993 0.023 -0.9 0.2 0.0
```
Forces are in eV/Å.

Atom charges from the Mulliken analysis, given in e for atoms 1 to 2: number 1, H, carries 0.29; number 2, H, carries 0.26



Entry from OMol25: a molecular structure, C33H30Br42ClF9N2S2 at a distorted geometry (the ωB97M-V functional and the def2-TZVPD basis).

Summary:
total charge: 0
DFT total energy: -111647.844229 Eh
HOMO energy: -0.28965 Eh
largest force on an atom: 7.734 eV/Å
gap between HOMO and LUMO: 0.186 Ha
lowest unoccupied orbital energy: -2.8 eV
molar mass: 4081.154 g mol⁻¹

Structure (XYZ):
```
119
Properties=species:S:1:pos:R:3:forces:R:3
C -1.826 5.177 -9.139 0.0 0.1 0.2
Br 1.200 0.089 -4.504 -0.2 -0.4 -0.5
C -0.116 7.471 0.449 -0.1 0.4 -1.0
H -0.805 1.385 -0.770 -0.8 2.4 -0.7
Br 2.571 -5.313 3.472 -0.4 0.0 0.4
H 2.184 -4.939 5.909 -0.3 -0.1 -0.4
Br 0.427 -0.691 -7.534 -0.1 0.0 0.4
C 0.122 2.527 2.392 -0.1 5.1 -2.5
C 4.754 7.634 -0.579 -2.2 0.1 4.0
F -0.759 5.150 -3.947 -0.9 -2.9 -1.9
H -4.853 -4.390 7.920 -0.3 0.4 -0.1
C -0.103 -0.772 -5.664 -0.2 0.1 0.1
H 3.324 -12.726 3.752 -0.5 0.2 0.0
S 3.457 2.848 4.986 -2.0 0.7 -2.7
Br -6.049 -8.790 5.314 0.5 0.4 0.1
C 1.492 -5.105 5.077 0.2 0.0 0.1
C 1.488 2.866 3.255 1.5 1.0 2.6
H -1.037 -0.206 -5.572 0.4 -0.2 0.0
H -2.166 7.382 -0.762 1.9 1.6 0.8
Br 0.339 -3.541 4.977 0.2 -0.4 0.0
N 3.712 4.294 3.979 -6.4 -3.8 -2.2
H 5.243 7.489 -1.651 -1.1 0.4 2.7
H -2.350 -11.515 1.241 -0.1 0.5 0.0
Br -3.681 -2.314 3.739 0.4 0.5 -0.5
C -4.241 -8.159 5.655 0.0 -0.2 -0.2
Br 2.129 4.727 -2.427 0.4 -0.6 -1.2
H -2.269 2.461 0.924 1.3 2.1 -1.4
H -1.358 -1.407 3.627 -0.4 0.2 -0.1
Br -4.360 -10.052 1.466 0.6 0.3 -0.3
Br 3.124 2.132 -7.436 0.3 -0.3 -0.4
Br 10.052 -1.726 -2.749 -0.4 0.1 -0.4
C 1.882 -0.459 0.502 0.4 -0.5 0.2
C -2.572 3.618 -3.139 -4.9 1.2 1.7
Br -3.695 5.268 -9.670 0.5 -0.1 0.1
C -2.336 -0.913 3.626 0.1 -0.4 0.1
H 3.649 5.488 -0.713 0.5 2.4 2.2
C 3.207 4.488 -4.028 -0.1 -0.2 -0.3
Br -6.205 -2.915 9.412 0.1 -0.1 -0.4
F -4.013 3.568 -3.590 4.8 0.2 1.3
H -1.762 5.578 -8.122 0.0 -0.2 -0.4
F -2.458 4.919 -2.386 -0.6 -4.8 -2.1
F -0.243 2.821 -4.079 -3.0 1.5 -1.2
Br 1.838 0.713 2.053 1.4 -2.8 -1.9
C 4.352 0.685 -7.860 -0.1 -0.2 0.0
C -3.181 -5.238 0.637 -0.2 0.0 -0.1
H 4.447 10.001 2.474 -0.8 -2.5 -1.4
C 8.630 -1.574 -4.067 -0.1 -0.3 0.0
Br -3.528 -7.156 4.148 -0.5 -0.3 0.9
Br 2.215 -11.234 2.087 0.0 -0.2 0.4
H 5.692 9.810 -0.055 -1.7 -1.8 1.2
Br 1.001 -13.633 3.864 0.3 0.4 0.0
C 3.212 7.819 2.389 2.0 -0.4 -3.8
C 2.347 -12.232 3.752 0.2 -0.1 0.0
H -2.008 8.830 0.438 1.6 -1.4 -1.6
H -5.799 -14.056 5.018 -0.3 0.4 0.0
Br 1.750 0.539 -1.163 0.2 -0.2 0.5
Br -1.836 -9.829 -0.526 -0.1 -0.3 0.5
H 3.776 -0.245 -7.818 0.2 0.4 0.0
C 4.977 8.964 0.354 -2.5 -3.7 1.1
Br -6.783 -3.928 6.408 0.4 0.1 0.3
N 2.014 2.017 4.392 0.4 5.3 -3.0
Br -8.238 -13.800 4.557 0.4 0.2 0.1
C 3.792 6.433 -0.001 0.6 2.7 1.4
Br 5.053 0.838 -9.668 -0.2 0.0 0.5
Br 4.080 2.750 -4.060 -0.2 0.5 0.3
H 2.681 7.917 3.429 1.2 -0.2 -2.3
Br 5.774 0.533 -6.542 -0.4 0.0 -0.4
C -1.383 8.170 -0.335 -0.7 0.5 0.3
Br 2.303 -11.060 5.303 -0.1 -0.3 -0.4
H 8.054 -2.505 -4.025 0.3 0.4 0.0
H -0.565 1.586 2.541 1.7 2.4 0.1
C 0.699 4.884 0.957 2.6 -0.5 1.9
C 2.989 6.487 1.459 2.3 2.2 -1.5
C -0.293 3.581 1.190 2.7 -0.8 3.4
H 1.208 6.127 -1.008 -1.8 0.3 2.2
Br 9.331 -1.421 -5.875 -0.2 0.0 0.5
F -3.593 2.168 -1.372 3.2 0.4 -2.8
Br -6.316 -12.161 6.557 -0.1 -0.4 -0.4
Br -1.388 -9.704 2.663 -0.2 -0.2 -0.4
Br -1.182 3.342 -9.067 -0.2 0.4 -0.2
Br -1.925 -5.578 2.084 0.1 0.4 -0.8
Br -3.103 -3.391 0.030 0.1 -0.4 0.1
Br 7.401 -0.127 -3.642 0.4 -0.3 0.0
F -2.242 1.007 -2.943 -0.3 4.3 1.7
C -2.467 -10.426 1.215 0.1 -0.2 0.0
F -0.609 4.037 -6.095 -1.8 -0.7 3.0
F -2.695 4.902 -5.321 2.3 -2.6 1.2
Br 0.487 -6.719 5.489 0.2 0.4 -0.2
Br -0.485 -2.593 -5.098 0.2 0.5 -0.1
H -2.313 4.195 0.078 1.5 -1.8 0.5
H -0.590 5.609 -0.778 1.7 0.7 1.0
Br -2.951 -6.493 -0.831 -0.1 0.5 0.5
Br -5.717 -12.166 3.391 -0.3 -0.4 0.6
H 2.522 4.517 -4.882 0.3 0.0 0.3
H 0.777 8.232 0.481 -1.7 -1.7 0.2
C -1.647 3.257 0.294 0.9 -0.8 0.6
Br -2.379 0.259 5.178 0.0 -0.2 -0.4
Br -4.127 -7.151 7.314 0.0 -0.2 -0.3
Br -2.467 0.085 1.962 -0.3 -0.4 0.4
C -5.422 -3.476 7.721 0.2 -0.1 0.1
C 2.514 4.162 3.053 -0.7 0.2 -0.5
C 4.219 9.025 1.832 -0.2 -2.4 -2.4
Br -0.699 6.295 -10.263 -0.3 -0.3 0.2
Br -4.162 -2.161 7.036 -0.5 -0.3 0.7
C -1.128 2.485 -1.066 -0.1 -0.6 -0.4
C -6.430 -13.169 4.898 0.1 -0.3 0.0
H -4.186 -5.399 1.042 0.4 0.1 -0.2
C -2.338 2.300 -2.207 -0.6 -1.5 3.0
S -1.536 3.764 -4.674 2.2 2.9 -3.5
Br 0.536 -1.860 0.614 0.2 0.3 -0.1
H 2.859 -0.953 0.502 -0.4 0.2 -0.1
Cl -0.707 7.188 2.220 0.6 0.3 -1.5
C 0.351 6.020 -0.215 -1.1 -0.8 1.0
H -3.611 -9.046 5.776 -0.3 0.4 0.0
F -2.294 2.462 -5.487 1.7 2.6 2.1
H -0.176 3.012 -1.520 -2.1 -1.0 0.7
H -1.036 8.917 -1.194 -0.6 -1.9 1.7
C 2.076 5.174 1.832 -2.1 -1.1 -0.7
Br 4.478 5.941 -4.269 -0.3 -0.4 0.1
```
Forces are in eV/Å.

Atom charges from the Mulliken analysis, given in e for atoms 1 to 2: number 1, C, carries -0.14; number 2, Br, carries 0.15



Entry from OMol25: 3 unconnected molecules or ions with the total composition CH7NO2 at a distorted geometry (the ωB97M-V functional and the def2-TZVPD basis).

Summary:
total charge: 0
SMILES: C=N.O.O
DFT total energy: -247.466111 Eh
HOMO energy: -0.35314 Eh
largest force on an atom: 4.957 eV/Å
gap between HOMO and LUMO: 0.370 Ha
ΔE to the lowest compared entry with this formula, charge and spin: 33.4 kcal per mole
lowest unoccupied orbital energy: 0.5 eV
molar mass: 65.072 g mol⁻¹

Structure (XYZ):
```
11
Properties=species:S:1:pos:R:3:forces:R:3
H 1.399 1.584 -0.690 -0.1 0.8 -1.2
O 1.641 1.075 0.056 -0.6 -1.0 1.0
H 1.627 -0.960 0.433 -1.0 -0.9 -0.5
O 0.979 -1.681 0.233 -2.0 2.6 -1.7
H -2.342 -0.916 -0.957 -0.3 -0.5 0.1
C -1.449 0.228 0.204 -0.8 -2.0 0.2
H 2.477 1.376 0.369 0.9 0.5 0.2
N -1.569 -0.975 -0.299 0.6 3.2 0.3
H -2.270 0.938 0.065 0.4 0.3 -0.1
H -0.619 0.495 0.895 -0.6 -0.4 -0.6
H 0.128 -1.162 -0.309 3.5 -2.6 2.3
```
Forces are in eV/Å.

Atom charges from the Mulliken analysis, given in e for atoms 1 to 2: number 1, H, carries 0.29; number 2, O, carries -0.59



Entry from OMol25: 2 unconnected molecules or ions with the total composition C2H4N2 at a distorted geometry (the ωB97M-V functional and the def2-TZVPD basis).

Summary:
total charge: 0
DFT total energy: -187.982311 Eh
HOMO energy (spin up / spin down): -0.35363 / -0.40108 Eh
largest force on an atom: 1.427 eV/Å
gap between HOMO and LUMO (spin up / spin down): 0.326 / 0.355 Ha
ΔE to the lowest compared entry with this formula, charge and spin: 85.3 kcal per mole
lowest unoccupied orbital energy (spin up / spin down): -0.8 / -1.2 eV
molar mass: 56.068 g mol⁻¹

Structure (XYZ):
```
8
Properties=species:S:1:pos:R:3:forces:R:3
C 0.322 -0.785 -0.599 -0.8 1.1 -0.3
N 0.940 -0.906 1.856 0.1 -0.1 0.4
H -1.580 1.117 0.018 0.0 -0.1 0.3
N -0.672 1.461 -0.293 0.4 -0.7 -1.0
H -0.130 1.692 0.535 0.0 -0.2 0.4
H -0.598 -1.232 -0.933 0.0 -0.1 -0.1
C 0.664 -0.865 0.737 0.2 -0.2 0.4
H 1.054 -0.483 -1.322 0.1 0.1 -0.1
```
Forces are in eV/Å.

Atom charges from the Mulliken analysis, given in e for atoms 1 to 2: number 1, C, carries -0.73; number 2, N, carries -0.35